Computed, not measured: a molecular structure, C41H37F5N7O3Pd, with ωB97M-V with the def2-TZVPD basis set.

XYZ file:
```
94
Properties=species:S:1:pos:R:3:forces:R:3:mulliken_spin:R:1
Pd 12.6385 13.1587 10.6442 -0.452 -0.810 -0.665 0.012
C 13.7943 16.9940 12.4577 -0.653 -0.453 0.381 0.015
C 14.0131 15.4984 12.2087 1.227 0.571 -0.319 0.005
C 15.3778 15.3158 11.4879 -0.190 1.721 0.259 0.015
C 13.9603 14.7101 13.4812 -0.196 -1.011 1.346 0.107
C 14.8066 14.9950 14.5766 -0.933 -0.633 -1.735 -0.038
C 14.6872 14.2985 15.7860 -0.212 0.351 -1.812 0.142
C 13.7445 13.2841 15.9355 0.440 1.240 -1.344 -0.090
C 12.9210 12.8967 14.8995 0.957 1.071 -0.407 0.151
C 12.2196 11.6145 15.0566 0.669 -1.870 0.754 0.026
C 13.1304 10.4579 14.4875 -0.370 0.670 0.403 0.034
C 11.9105 11.2965 16.5560 0.751 0.129 -0.928 0.005
C 13.0175 13.6348 13.6460 0.741 -0.025 -0.009 0.139
N 12.1994 13.2933 12.6026 -0.493 -0.343 0.235 0.423
C 10.8590 13.1265 12.9935 1.216 1.433 0.489 -0.074
C 10.4353 13.9739 14.0124 -1.487 0.191 0.756 0.081
C 9.0958 13.9996 14.4294 1.560 -0.690 -0.201 -0.047
C 8.1933 13.2468 13.7258 -1.798 0.282 1.223 0.060
C 8.5847 12.4478 12.6917 -0.360 -1.337 -0.908 -0.023
C 9.9084 12.3509 12.4139 0.542 -1.600 -2.901 0.031
F 10.3076 11.4925 11.3652 -0.516 0.971 1.496 0.004
H 13.9696 17.5950 11.5983 0.494 0.292 -0.983 0.001
H 14.4630 17.3215 13.2365 0.059 0.318 0.375 0.000
H 12.7559 17.2313 12.7039 -0.001 -0.175 0.474 -0.003
H 13.2889 15.1897 11.4793 -0.631 -0.311 0.036 0.016
H 16.0862 16.0506 11.9668 -0.302 -0.994 -0.720 0.001
H 15.2168 15.5829 10.4292 0.321 0.150 0.386 0.000
H 15.7475 14.3137 11.5077 0.347 -0.559 0.287 -0.005
H 15.6080 15.6618 14.2896 0.149 0.280 0.879 0.003
H 15.4149 14.5047 16.5175 0.567 0.111 1.045 0.002
H 13.7634 12.7447 16.8241 -0.091 -0.745 1.311 0.003
H 11.3694 11.5119 14.4099 -0.725 0.216 0.351 -0.009
H 14.1814 10.5500 14.8079 -0.493 -0.316 0.131 -0.004
H 13.1008 10.5306 13.4155 0.211 0.045 -0.683 -0.006
H 12.6444 9.5078 14.7309 0.454 0.034 0.225 -0.001
H 12.8413 11.0265 17.0863 -0.461 -0.012 -0.266 0.001
H 11.2653 10.4456 16.5679 -0.485 -0.566 0.226 0.000
H 11.4565 12.1184 17.0919 -0.244 0.246 0.027 0.000
H 11.1602 14.6233 14.4539 0.118 0.342 0.325 0.020
H 8.7882 14.4735 15.3357 -0.015 0.703 0.210 0.003
H 7.1617 13.2738 14.0984 0.300 -0.183 -0.555 0.000
H 7.9400 11.7891 12.1091 -0.156 0.313 0.319 0.001
F 15.5835 9.4343 10.1643 0.394 -1.035 0.750 -0.004
C 16.2624 8.7964 11.1990 -0.501 2.171 -1.164 -0.034
C 16.7272 7.5259 11.0046 -0.668 0.286 -0.544 0.081
F 16.3504 6.9337 9.8536 0.682 -0.023 0.831 0.008
C 17.5400 6.9452 11.9833 0.516 -0.986 0.726 -0.030
C 17.7143 7.7076 13.1736 0.307 -0.200 0.480 0.080
C 17.2948 9.0106 13.2824 0.048 0.640 1.828 -0.056
F 17.4611 9.6629 14.5061 -0.161 -1.037 -1.866 -0.003
C 16.5622 9.6529 12.2729 0.115 -1.461 0.417 0.112
C 16.0711 10.9805 12.4242 -0.023 0.737 -0.182 0.073
C 15.1307 11.5619 11.6030 -1.332 0.524 -0.451 -0.021
N 14.3079 12.1437 10.9903 1.368 -0.650 1.030 0.032
C 16.6302 11.9220 13.3460 -0.365 -0.845 -1.141 0.003
N 17.0723 12.7954 13.9353 0.334 0.889 0.910 0.011
F 18.2311 7.1077 14.2714 -0.231 0.556 -1.042 0.008
C 18.1498 5.6429 11.8684 -0.084 -0.129 -0.012 0.433
C 17.6906 4.6674 10.9409 0.472 0.383 0.497 -0.037
N 17.4271 3.7799 10.2595 -0.291 -0.221 -0.359 0.209
C 19.3085 5.2516 12.6298 -4.118 1.435 -2.357 -0.028
N 20.2810 5.0504 13.1494 3.518 -0.958 1.999 0.166
O 9.9145 17.5356 14.8771 0.473 -0.400 0.516 0.000
C 8.8650 17.4754 13.9797 -1.425 -0.244 -0.221 0.000
N 9.2069 16.6497 12.8349 -0.293 1.629 -0.991 -0.003
C 8.7735 16.9011 11.5624 -0.857 -0.282 -0.943 0.000
O 8.0389 17.8089 11.1915 1.098 -0.993 0.616 0.000
C 9.2401 15.7748 10.5910 0.519 0.797 0.966 -0.003
C 8.4791 15.2048 9.6109 -2.235 -0.649 -1.274 0.001
C 8.8830 14.0039 8.9457 -1.291 1.802 0.834 -0.001
C 10.0952 13.4827 9.2779 0.446 0.141 0.078 0.003
N 10.9239 14.1339 10.1373 -0.420 -0.277 0.129 0.002
C 10.4936 15.2231 10.7884 0.797 -0.450 0.165 -0.006
H 10.6986 17.8945 14.4417 -0.193 0.130 0.029 0.000
H 8.5506 18.4660 13.6493 0.027 -0.103 -0.322 0.000
H 7.9734 16.9960 14.4580 0.871 0.491 0.155 0.000
H 9.5711 15.7531 13.0464 0.202 -0.670 0.106 0.000
H 7.4394 15.6043 9.3791 1.537 -0.386 0.402 0.000
H 8.1337 13.5464 8.2961 0.682 -0.114 0.055 0.000
H 10.4113 12.5237 8.8965 0.267 0.102 -0.035 0.000
H 11.1824 15.6184 11.5482 -0.309 -0.076 -0.497 0.009
C 14.5476 11.4078 7.4447 0.903 1.129 0.620 0.000
C 14.7431 12.9067 7.0191 0.266 -0.636 -0.849 0.001
C 14.1764 13.5565 8.2337 0.106 0.580 0.814 0.000
O 12.9575 12.7560 8.5515 0.664 1.449 0.886 -0.003
C 13.1982 11.3970 8.1315 -0.434 -0.976 0.436 -0.001
H 15.3549 11.1441 8.1638 -0.522 -0.046 -0.583 0.000
H 14.5628 10.7903 6.5835 0.147 -0.850 -0.596 0.000
H 14.1261 13.1330 6.1283 0.328 -0.098 0.348 0.000
H 15.8191 13.1740 6.7809 -1.320 -0.327 0.513 0.000
H 13.8345 14.6172 8.1568 0.347 -0.877 0.085 0.000
H 14.8980 13.3769 9.0697 -0.642 0.606 -0.536 -0.001
H 12.3775 11.1474 7.4546 0.120 -0.015 -0.059 0.000
H 13.1171 10.7261 9.0210 0.303 0.483 -0.704 0.001
```
Forces are in eV/Å.

Calculated values
Multiplicity   3
Largest force on an atom   5.0 eV Å⁻¹
Frontier orbital gap (spin up / spin down)   5.830 / 4.940 eV
Charge   +1
⟨S²⟩   2.0730
LUMO level (spin up / spin down)   -4.0 / -5.6 eV
Energy relative to the best compared isomer or geometry (same formula, charge and spin)   0.00 kcal/mol
DFT total energy   -2820.3791 hartree